DFT (ωB97M-V/def2-TZVPD) results for one molecule with the formula C19H24FN5O.

Calculated values
highest occupied orbital energy	-8.233	eV
charge	0
E_LUMO	0.0242	Eh
orbital gap	8.891	eV
relative energy (zero: lowest compared OMol25 entry of this formula, charge and spin)	0.0	kcal/mol
M	357.4	g/mol

Geometry as XYZ:
```
50
Properties=species:S:1:pos:R:3:forces:R:3
F -3.7882 1.7888 -1.2373 0.0 -0.1 0.1
O -5.8298 -2.1827 0.4246 0.3 0.0 0.2
N 1.9405 -0.1681 0.1407 -0.1 0.0 0.3
N -1.5637 2.6961 0.1277 -0.1 -0.3 0.1
N 4.9742 -0.0636 0.7213 0.0 -0.3 -0.3
N -0.3970 3.3202 0.1871 0.3 0.8 -0.1
N 4.8927 -1.9837 -0.3615 -0.5 -0.3 0.0
C 2.7661 -1.2376 0.6942 -0.2 0.1 0.0
C 4.5534 1.0708 1.4925 -0.1 0.3 0.4
C -4.8198 -1.2845 0.3453 0.3 0.2 0.1
C 1.8940 -0.0981 -1.3257 0.2 0.1 -0.4
C 0.5003 2.3825 0.4163 -0.3 -0.1 0.1
C 1.8141 -1.4550 -2.0308 -0.1 0.2 0.2
C -3.7006 -1.5367 1.1436 -0.2 -0.2 0.0
C 6.2290 -0.3037 0.2371 0.3 0.0 -0.1
C 4.2019 -1.1092 0.3286 0.0 -0.1 0.1
C -2.5968 0.4617 0.3324 -0.4 0.0 -0.2
C 6.1576 -1.4932 -0.4272 0.2 0.2 0.1
C -4.8284 -0.1467 -0.4543 -0.2 -0.1 -0.1
C -3.7314 0.6924 -0.4414 0.2 -0.2 0.2
C -2.6221 -0.6832 1.1361 -0.2 0.1 -0.2
C 3.0718 0.7101 -1.8730 -0.3 -0.1 0.0
C 0.6080 -0.1870 0.7274 -0.1 0.0 0.1
C -6.9878 -1.9674 -0.3484 -0.2 0.0 -0.1
C -0.0947 1.1138 0.5121 -0.5 0.0 -0.1
C -1.4525 1.3561 0.3224 0.6 0.1 0.0
H -7.4806 -1.0283 -0.0783 0.0 0.0 0.0
H 5.1213 1.9511 1.1918 -0.1 0.0 0.0
H 1.5381 2.6309 0.5004 0.3 0.1 0.0
H 3.1856 1.6362 -1.3161 0.0 0.1 0.1
H 2.7441 -2.0048 -1.9095 0.1 -0.1 0.0
H -7.6513 -2.8000 -0.1219 0.0 0.1 -0.1
H -5.6595 0.1111 -1.0899 -0.1 0.0 -0.1
H 3.9966 0.1447 -1.8193 0.2 0.0 0.0
H -2.4054 3.2181 -0.0572 0.1 -0.1 0.0
H -0.0099 -1.0108 0.3290 0.1 0.0 0.1
H 1.6408 -1.2968 -3.0922 0.0 0.0 -0.1
H 6.9278 -2.0266 -0.9469 0.2 0.0 -0.1
H 2.8864 0.9566 -2.9158 0.0 0.0 -0.1
H 2.4308 -2.2409 0.3947 0.1 0.1 0.1
H -6.7607 -1.9666 -1.4189 0.0 0.0 0.0
H 0.7226 -0.3526 1.8060 0.0 -0.1 -0.1
H 4.7168 0.8961 2.5601 0.0 0.1 -0.1
H 2.6861 -1.1716 1.7866 -0.1 -0.1 -0.1
H 3.4925 1.2413 1.3139 0.1 0.0 0.0
H -1.7843 -0.8830 1.7834 0.1 0.0 0.1
H 0.9921 -2.0514 -1.6381 -0.1 -0.1 0.0
H -3.7086 -2.4137 1.7701 0.0 -0.1 0.1
H 0.9823 0.4650 -1.5584 0.1 -0.1 0.0
H 7.0408 0.3756 0.3989 0.1 0.2 0.0
```
Positions in Å, forces in eV/Å.